Entry 1:
Here is the molecule C5H8O2 from the OMol25 dataset. Energies are from ωB97M-V/def2-TZVPD.

Geometry as XYZ:
```
15
Properties=species:S:1:pos:R:3:mulliken_charge:R:1
C 1.719 -0.737 0.974 -1.238
C 0.631 -0.281 0.044 0.757
C 0.653 -0.475 -1.288 -0.870
C -0.644 0.169 0.526 0.400
O -0.962 -0.248 1.734 -0.433
C -1.547 1.114 -0.233 -0.251
O -1.371 1.358 -1.483 -0.789
H 2.624 -0.930 0.391 0.390
H 1.434 -1.654 1.499 0.293
H 1.956 0.023 1.726 0.315
H -0.151 -0.060 -1.901 0.330
H 1.461 -1.064 -1.719 0.261
H -1.902 -0.064 1.915 0.337
H -2.596 0.877 0.126 0.246
H -1.255 1.966 0.500 0.252
```

The multiplicity is 1. The energy above the lowest of the compared OMol25 structures with the same formula, charge and spin is 348.4 kJ/mol.



Entry 2:
Here is a structure of composition H16HfO8 at a distorted geometry from the OMol25 dataset. Energies are from ωB97M-V/def2-TZVPD.

Geometry as XYZ:
```
25
Properties=species:S:1:pos:R:3:mulliken_charge:R:1
Hf 0.063 0.043 0.050 2.216
O 2.133 -0.620 -0.310 -0.446
H 2.672 -1.398 -0.594 0.330
H 2.909 -0.032 -0.223 0.324
O 0.307 -1.662 1.304 -0.450
H -0.078 -2.102 2.113 0.353
H 0.838 -2.402 1.015 0.337
O -1.530 0.113 1.670 -0.478
H -1.836 0.954 2.047 0.337
H -2.186 -0.547 2.005 0.333
O -1.821 0.108 -0.850 -0.434
H -2.013 0.224 -1.790 0.372
H -2.724 0.214 -0.498 0.360
O -0.035 -1.752 -1.384 -0.480
H -0.891 -2.019 -1.779 0.312
H 0.579 -2.382 -1.840 0.335
O 0.592 0.756 -1.884 -0.458
H 0.104 1.401 -2.370 0.359
H 1.082 0.340 -2.581 0.336
O 1.102 0.894 1.612 -0.472
H 1.173 1.801 2.014 0.328
H 1.849 0.406 2.033 0.377
O -0.573 2.188 0.066 -0.470
H -1.302 2.549 -0.498 0.358
H -0.423 2.919 0.667 0.320
```

The multiplicity is 1. The energy above the lowest of the compared OMol25 structures with the same formula, charge and spin is 72.1 kJ/mol. The net charge is +4.



Entry 3:
Here is a structure of composition C13H14AlGeN5Se3Te from the OMol25 dataset. Energies are from ωB97M-V/def2-TZVPD.

Geometry as XYZ:
```
38
Properties=species:S:1:pos:R:3:mulliken_charge:R:1
Al 2.039 0.522 1.111 0.663
Se 0.251 -0.479 2.302 -0.037
Se -0.022 1.528 3.513 0.013
Te 2.215 2.526 2.902 0.136
Se 1.881 2.695 0.383 -0.194
N 6.353 -0.263 0.364 -0.598
N 5.121 -0.734 0.198 1.334
N 4.893 -1.839 -0.481 -0.827
C 3.571 -1.958 -0.420 -0.056
N 3.045 -0.957 0.279 0.108
N 4.064 -0.168 0.671 -0.235
H 7.094 -0.820 -0.030 0.293
H 6.466 0.584 0.892 0.256
H 3.018 -2.762 -0.878 0.491
Ge -1.958 -0.451 0.814 0.244
C -2.317 1.392 0.695 0.749
C -1.853 2.208 -0.342 -0.201
C -2.217 3.543 -0.390 -0.868
C -3.055 4.072 0.586 -0.457
C -3.524 3.272 1.617 -0.660
C -3.157 1.936 1.673 -0.343
C -1.510 -1.601 -0.604 0.709
C -0.923 -1.168 -1.801 -0.062
C -0.804 -2.039 -2.870 -0.824
C -1.273 -3.345 -2.756 -0.454
C -1.848 -3.788 -1.576 -0.695
C -1.967 -2.920 -0.499 -0.382
H -2.684 -1.134 1.965 -0.004
H -1.212 1.814 -1.120 0.303
H -1.864 4.171 -1.197 0.427
H -3.352 5.111 0.534 0.422
H -4.182 3.685 2.370 0.427
H -3.542 1.318 2.477 0.379
H -0.561 -0.153 -1.908 0.290
H -0.360 -1.702 -3.797 0.447
H -1.195 -4.016 -3.601 0.430
H -2.209 -4.804 -1.493 0.414
H -2.421 -3.275 0.419 0.362
```

The multiplicity is 1. The energy above the lowest of the compared OMol25 structures with the same formula, charge and spin is 55.8 kJ/mol. The net charge is +2.



Entry 4:
Here is a cluster of 6 separate species, C36H45N5O3 in total at a distorted geometry from the OMol25 dataset. Energies are from ωB97M-V/def2-TZVPD.

Geometry as XYZ:
```
89
Properties=species:S:1:pos:R:3:mulliken_charge:R:1
C -1.466 1.898 -0.390 -0.312
C -2.227 3.113 0.191 -0.391
C -1.757 4.402 -0.480 -0.865
C -2.199 4.581 -1.935 -0.962
C -1.282 3.943 -3.000 -0.595
C -2.099 3.473 -4.219 -0.563
C -1.166 2.801 -5.245 -1.229
C -0.850 1.361 -4.922 0.301
O 0.006 0.763 -5.947 -0.461
C 0.106 -0.521 -5.507 0.470
O 1.014 -1.214 -5.632 -0.520
O -1.025 -0.849 -4.851 -0.425
C -1.919 0.320 -4.948 0.686
C -2.917 0.210 -3.813 -1.397
H -1.597 1.009 0.214 0.426
H -0.423 2.163 -0.541 0.396
H -1.882 1.726 -1.381 -0.513
H -2.008 3.120 1.258 0.157
H -3.293 2.928 0.070 0.388
H -2.204 5.225 0.082 0.356
H -0.682 4.503 -0.343 0.342
H -3.238 4.287 -2.070 0.386
H -2.182 5.653 -2.132 0.441
H -0.634 3.164 -2.610 0.311
H -0.628 4.723 -3.386 0.445
H -2.440 4.389 -4.693 0.335
H -2.934 2.843 -3.934 0.433
H -0.222 3.342 -5.195 0.407
H -1.516 2.932 -6.265 0.415
H -0.190 1.369 -4.054 0.209
H -2.420 0.122 -5.894 0.285
H -3.878 0.650 -4.049 0.402
H -2.508 0.596 -2.886 0.030
H -3.103 -0.850 -3.660 0.511
N 0.511 0.506 2.283 -0.428
C 0.669 0.170 3.561 -0.368
C 0.823 -1.137 4.002 -0.625
C 0.808 -2.151 3.058 0.257
C 0.643 -1.822 1.723 -0.805
C 0.500 -0.483 1.393 -0.113
H 0.671 0.999 4.260 0.536
H 0.950 -1.354 5.054 0.407
H 0.922 -3.185 3.359 0.269
H 0.623 -2.583 0.955 0.397
H 0.370 -0.176 0.361 0.473
N -3.413 2.509 4.168 -0.486
C -2.195 2.439 4.704 0.137
C -1.752 3.269 5.723 -0.281
C -2.623 4.228 6.212 -0.441
C -3.893 4.318 5.667 -0.341
C -4.236 3.437 4.653 -0.296
H -1.547 1.676 4.287 0.195
H -0.752 3.165 6.122 0.423
H -2.316 4.896 7.007 0.365
H -4.603 5.053 6.020 0.373
H -5.221 3.469 4.199 0.373
N -1.055 -5.434 3.622 -0.453
C 0.048 -6.180 3.684 -0.109
C 0.133 -7.473 3.191 -0.482
C -0.992 -8.025 2.602 -0.175
C -2.148 -7.267 2.529 -0.365
C -2.126 -5.983 3.051 -0.195
H 0.904 -5.709 4.156 0.371
H 1.057 -8.030 3.267 0.348
H -0.967 -9.032 2.205 0.362
H -3.048 -7.662 2.078 0.349
H -3.008 -5.353 3.013 0.358
N 3.556 1.430 6.937 -0.545
C 4.829 1.815 6.998 -0.326
C 5.743 1.616 5.975 -0.272
C 5.311 0.978 4.824 -0.538
C 3.991 0.567 4.741 0.008
C 3.159 0.820 5.821 -0.241
H 5.124 2.308 7.919 0.358
H 6.766 1.953 6.079 0.366
H 5.995 0.802 4.003 0.381
H 3.614 0.065 3.859 0.342
H 2.119 0.522 5.803 0.446
N 3.276 -4.736 -8.753 -0.574
C 4.536 -4.812 -8.326 -0.228
C 5.041 -4.054 -7.281 -0.342
C 4.191 -3.162 -6.645 -0.444
C 2.877 -3.064 -7.073 -0.236
C 2.475 -3.873 -8.127 -0.201
H 5.166 -5.520 -8.855 0.344
H 6.073 -4.160 -6.975 0.349
H 4.548 -2.551 -5.825 0.384
H 2.179 -2.377 -6.600 0.665
H 1.455 -3.836 -8.496 0.371
```

The multiplicity is 1.



Which highest occupied orbital energy belongs to each record? In order, -7.97 -28.89 -14.64 -9.16 eV.
Which E_tot belongs to each record? In order, -9406.221 -17903.470 -287589.195 -51653.702 eV.